{
  "formula": "CH4N2O",
  "method": "ωB97M-V/def2-TZVPD",
  "species": ["O", "N", "N", "C", "H", "H", "H", "H"],
  "positions_angstrom": [[-0.847001, 0.872249, -1.279641], [0.380796, -1.049300, -0.575383], [-0.131441, 0.674289, 0.900272], [-0.140452, 0.206422, -0.352282], [0.514910, -1.355015, -1.535650], [-0.529538, 0.034409, 1.557125], [1.129158, -1.012398, 0.180028], [-0.376433, 1.629342, 1.105531]],
  "forces_ev_per_angstrom": [[3.90, -2.90, 3.61], [1.21, 1.82, 2.88], [0.93, -0.04, 2.09], [-5.66, 2.78, -6.90], [0.23, 0.31, 0.54], [0.17, -0.33, 0.55], [-0.52, -1.55, -2.04], [-0.26, -0.08, -0.73]],
  "charge": 0,
  "e_tot_ev": -6129.37041,
  "smiles": "NC(N)=O"
}


{
  "formula": "CH4N2O",
  "method": "ωB97M-V/def2-TZVPD",
  "species": ["O", "N", "N", "C", "H", "H", "H", "H"],
  "positions_angstrom": [[-1.763758, 0.083116, 0.154393], [1.817443, -0.007667, 0.225094], [-0.475265, -0.394843, -0.368546], [0.655805, 0.383142, -0.271561], [1.969248, -0.961157, 0.606586], [0.716487, 1.446396, -0.324638], [-1.675204, 0.581460, 1.071014], [-0.230539, -1.212908, 0.045427]],
  "forces_ev_per_angstrom": [[1.43, 1.01, 1.40], [-1.56, 0.28, -1.00], [-1.76, 3.14, -0.87], [3.35, -0.70, 3.25], [-0.82, 0.41, -0.72], [-1.12, 0.74, -1.10], [0.44, -1.57, -2.53], [0.03, -3.31, 1.57]],
  "charge": 0,
  "e_tot_ev": -6126.36225,
  "smiles": "[H]/N=C\\NO"
}


{
  "formula": "CH4N2O",
  "method": "ωB97M-V/def2-TZVPD",
  "species": ["O", "N", "N", "C", "H", "H", "H", "H"],
  "positions_angstrom": [[0.351492, 1.945998, -0.852872], [-0.545436, 1.401627, -0.269565], [0.628678, -1.087452, 0.283778], [-0.466329, -0.058876, 0.237325], [-0.749056, 0.226198, 1.180001], [1.515500, -0.579222, 0.467313], [-1.361254, -0.543946, -0.354782], [0.626405, -1.304326, -0.691199]],
  "forces_ev_per_angstrom": [[1.09, 0.81, -0.86], [0.49, -1.01, -0.18], [-0.59, 3.42, -0.62], [-2.13, -2.01, -1.61], [-0.90, -0.42, 2.62], [-0.54, -0.64, -0.03], [1.70, 0.78, 1.42], [0.87, -0.92, -0.74]],
  "charge": 0,
  "spin_multiplicity": 3,
  "e_tot_ev": -6125.21440,
  "s2": 2.01
}


{
  "formula": "CH4N2O2",
  "method": "ωB97M-V/def2-TZVPD",
  "species": ["O", "O", "N", "N", "C", "H", "H", "H", "H"],
  "positions_angstrom": [[2.742330, -0.772026, 1.801900], [1.113810, -1.769327, -0.380042], [1.529005, -0.440833, 1.585866], [0.676370, -0.818524, 0.673971], [-0.605173, -0.227720, 0.569980], [-1.181470, -0.317087, 1.523925], [-0.480341, 0.890501, 0.393197], [0.915265, 0.058154, 2.317074], [-1.074451, -0.724795, -0.327729]],
  "forces_ev_per_angstrom": [[-3.06, 0.59, -0.95], [-1.77, 3.90, 4.15], [-0.78, -0.10, 1.26], [4.90, -4.71, -3.83], [-1.38, 1.65, -0.38], [0.24, -0.31, -0.86], [-0.26, -1.35, -0.08], [1.76, -0.31, -0.62], [0.34, 0.64, 1.31]],
  "charge": 0,
  "e_tot_ev": -8170.89498
}


{
  "formula": "CH4N2O2",
  "method": "ωB97M-V/def2-TZVPD",
  "species": ["O", "O", "N", "N", "C", "H", "H", "H", "H"],
  "positions_angstrom": [[2.899909, 1.225540, -0.313681], [-0.289124, -0.169633, -0.286994], [2.754744, -0.936788, 0.605044], [-0.350721, 1.268031, 0.102304], [2.737740, 0.144553, 0.067921], [0.688286, 1.533533, 0.173658], [-1.114344, -0.195902, -0.766909], [-0.768505, 1.423040, 1.065277], [2.043887, -1.364082, 1.087779]],
  "forces_ev_per_angstrom": [[-0.09, 0.63, -0.90], [-0.21, 1.69, 1.31], [1.80, 1.10, -1.65], [1.83, 0.31, 0.57], [0.26, -0.74, 1.52], [-2.21, -0.44, -0.13], [-0.21, -0.37, -0.44], [0.74, -1.07, -1.29], [-1.91, -1.10, 1.00]],
  "charge": 0,
  "e_tot_ev": -8174.98711,
  "smiles": "N=C=O.NO"
}


{
  "formula": "CH4N2O2",
  "method": "ωB97M-V/def2-TZVPD",
  "species": ["O", "O", "N", "N", "C", "H", "H", "H", "H"],
  "positions_angstrom": [[1.642832, 1.820937, 1.138842], [-0.520749, 0.635149, 1.897146], [-0.020598, 0.414334, 0.797457], [1.016835, 0.911423, 0.298911], [-0.668757, -0.542474, -0.096390], [-1.685766, -0.204107, -0.289314], [-0.714248, -1.508866, 0.403600], [2.416055, 2.120243, 0.644323], [-0.102299, -0.611878, -1.020679]],
  "forces_ev_per_angstrom": [[-0.96, -0.48, 0.43], [-0.25, 0.20, 0.73], [0.35, 0.30, 0.06], [1.25, 0.49, -0.78], [-0.33, -0.48, -0.45], [0.11, 0.10, 0.09], [0.08, 0.13, 0.08], [-0.21, -0.28, -0.24], [-0.03, 0.01, 0.08]],
  "charge": 0,
  "e_tot_ev": -8173.20033,
  "smiles": "C/[N+]([O-])=N/O"
}


{
  "formula": "CH4N2O2",
  "method": "ωB97M-V/def2-TZVPD",
  "species": ["O", "O", "N", "N", "C", "H", "H", "H", "H"],
  "positions_angstrom": [[-2.192696, -0.224010, 0.224621], [-0.510406, 1.285768, -0.558322], [-1.019798, -0.725261, 0.309297], [-0.122155, 0.223021, 0.015136], [1.313745, -0.206836, 0.122069], [-2.192342, 0.546311, -0.519597], [1.453144, -0.527713, 1.151093], [1.947588, 0.739075, -0.140912], [1.322921, -1.110351, -0.603385]],
  "forces_ev_per_angstrom": [[-2.98, 1.77, -2.47], [0.64, -0.13, 0.55], [4.29, 1.95, 0.61], [-1.98, -2.12, -0.39], [-0.52, 0.51, -1.71], [0.63, -1.53, 2.05], [0.22, -0.01, -0.13], [-1.15, -2.17, 0.28], [0.85, 1.72, 1.20]],
  "charge": 0,
  "e_tot_ev": -8172.60992,
  "smiles": "C/[N+]([O-])=N/O"
}


{
  "formula": "CH4N2O2",
  "method": "ωB97M-V/def2-TZVPD",
  "species": ["O", "O", "N", "N", "C", "H", "H", "H", "H"],
  "positions_angstrom": [[2.668721, 0.275686, -0.039907], [-1.091569, 1.292001, 0.090874], [1.456604, 0.119652, 0.028793], [0.787074, -0.923042, 0.035872], [-1.785953, 0.322524, -0.022198], [-1.704320, -0.374306, -0.867646], [-2.559347, 0.071658, 0.718185], [1.377349, -1.759458, -0.025192], [0.851440, 0.975286, 0.081217]],
  "forces_ev_per_angstrom": [[0.73, 0.14, 0.00], [3.64, 5.18, 0.54], [-0.27, 0.58, -0.06], [-0.78, -0.93, 0.00], [-4.42, -5.20, -0.66], [0.13, 0.15, 0.12], [0.16, 0.10, 0.00], [0.40, 0.47, 0.02], [0.42, -0.48, 0.05]],
  "charge": 0,
  "spin_multiplicity": 3,
  "e_tot_ev": -8169.91144,
  "s2": 2.01
}


{
  "formula": "CH4N2O2S",
  "method": "ωB97M-V/def2-TZVPD",
  "species": ["S", "O", "O", "N", "N", "C", "H", "H", "H", "H"],
  "positions_angstrom": [[-1.917498, 0.425765, -0.126455], [1.339896, 1.982289, 0.131768], [-3.242238, -0.622076, 0.143995], [0.507644, -0.647878, -0.311315], [-0.703316, -0.468795, -0.149316], [1.869790, 0.933615, -0.152427], [2.254582, 0.173470, 0.684259], [2.177434, 0.616675, -1.251712], [0.975060, -1.458869, 0.007523], [-3.261352, -0.934200, 1.023677]],
  "forces_ev_per_angstrom": [[-1.57, 0.25, -0.23], [0.06, -0.34, -0.18], [0.88, 1.21, -1.91], [-0.70, 2.99, -0.81], [1.24, -2.41, 0.67], [1.04, -1.46, -0.36], [-0.20, 1.53, -1.33], [-0.20, 0.85, 1.90], [-0.62, -2.14, 0.42], [0.08, -0.49, 1.84]],
  "charge": 0,
  "e_tot_ev": -19007.69192,
  "smiles": "[H]/N=N/SO.C=O"
}


{
  "formula": "CH4N2O2S",
  "method": "ωB97M-V/def2-TZVPD",
  "species": ["S", "O", "O", "N", "N", "C", "H", "H", "H", "H"],
  "positions_angstrom": [[-1.684354, 0.028406, 0.082854], [0.474423, 1.032224, 1.425374], [-2.259857, -1.105973, -0.567494], [-1.126452, 1.141335, -1.130878], [-0.268503, -0.903212, 0.733105], [0.741712, -0.131740, 1.255990], [-0.019143, -1.611937, 0.026595], [1.532734, -0.758604, 1.693209], [-0.624025, 1.849459, -0.697949], [-0.545858, 0.702010, -1.787011]],
  "forces_ev_per_angstrom": [[1.56, 0.99, 0.91], [1.45, 0.95, 0.44], [-1.34, -1.02, -1.60], [-2.03, -2.19, 1.12], [0.14, 0.47, -1.79], [-2.11, -0.73, 0.60], [-0.23, 0.01, 0.71], [0.68, 0.61, -0.21], [1.02, 1.78, 1.18], [0.85, -0.89, -1.35]],
  "charge": 0,
  "e_tot_ev": -19011.02747
}